H14O7 | wB97M-V/def2-TZVPD

Element x y z (Å)
1 H -0.29291 1.90753 1.37002
2 H -1.86478 -0.05962 -2.04397
3 H -0.30099 -0.76522 2.29191
4 O -3.02518 1.69785 -0.61370
5 H 3.93166 -2.57178 0.35680
6 O 3.03359 -2.32187 0.58983
7 H -2.35691 -1.19213 -1.15220
8 H 0.92032 0.37276 0.01336
9 O 0.07273 0.24737 0.45231
10 O -0.62268 -1.63387 2.56568
11 H 2.81283 -1.60127 -0.02038
12 O -1.57282 -0.87324 -1.61250
13 H -3.86504 1.30563 -0.35007
14 H -3.22068 2.63389 -0.73510
15 H -1.63109 2.58124 1.15034
16 H -0.46482 -2.18756 1.79581
17 H 2.68196 0.43749 -1.87875
18 O 3.13354 -0.34606 -1.54775
19 O -0.80106 2.69834 1.62186
20 H -0.55383 0.01897 -0.25826
21 H 3.98617 -0.34845 -1.99525

Calculated values
- SMILES: O.O.O.O.O.O.O
- Relative energy (zero: lowest compared OMol25 entry of this formula, charge and spin): 1.539 eV
- Kohn-Sham gap: 0.3867 Eh
- E_LUMO: -0.01 eV
- HOMO level: -10.5 eV
- Total energy: -14559.922 eV

***

C23H48MnNOP3S | wB97M-V/def2-TZVPD

Element x y z (Å)
1 H -1.65733 -3.71319 0.48153
2 Mn -0.36093 -0.18649 0.54533
3 C -0.48493 0.66201 5.14743
4 H -3.56113 2.85401 1.67543
5 H -0.94763 0.69191 3.07143
6 C 2.53547 -2.13729 -6.46737
7 P -1.77143 1.63581 0.48313
8 H 1.58417 -1.98549 -0.40947
9 H 1.77987 0.19491 6.72853
10 H -1.37803 -2.20449 -1.20047
11 H 2.82277 -4.11369 -7.24947
12 H 0.33737 -2.91679 0.47123
13 C 0.53467 -2.03559 -0.13307
14 H -1.50073 1.10681 5.23473
15 P 1.14217 0.91161 -0.83197
16 H 2.82757 -0.93949 3.35923
17 H -0.48563 3.56081 -0.38827
18 C 0.45267 1.63661 -2.38887
19 H -4.14523 -0.47259 0.57353
20 C 1.88387 1.06601 6.04303
21 C -1.85643 -3.31939 1.48113
22 H 1.77767 -1.33829 4.75573
23 N -0.23373 0.43171 3.73913
24 P -2.07643 -1.48249 1.42653
25 C -2.74633 -1.28719 3.14673
26 C 2.17087 2.34251 -0.25917
27 H -3.74413 -1.73439 3.21863
28 H 1.54557 3.11761 0.18523
29 H -2.80173 -0.23659 3.43263
30 H -3.70773 1.10321 1.92843
31 H -2.08443 -1.80119 3.84673
32 H 1.50707 1.33211 -6.03177
33 H -2.46233 2.01281 2.80033
34 H 3.09507 0.58261 -2.26517
35 H -3.59273 0.97011 -1.01777
36 C -0.46613 -1.61249 -1.10237
37 C 0.49757 1.65391 5.77013
38 H 2.47527 1.83981 6.57863
39 H 3.11047 -2.33079 -5.56607
40 H -0.49283 -0.29789 5.70903
41 H -0.22543 2.46121 -2.15937
42 H -0.48023 3.51471 1.38383
43 C 1.21947 -0.63559 -7.83617
44 O 0.91557 -0.35079 2.00693
45 H 3.16697 -0.47519 -0.83117
46 C 0.86827 -0.12529 3.21093
47 C 2.51107 -0.06649 -1.60397
48 H -1.91803 4.10081 0.50773
49 C 1.06147 -1.64699 -8.78177
50 H -1.01413 -3.57469 2.13003
51 H -3.55673 2.74821 -0.85527
52 H 3.66707 0.28581 5.19393
53 H 1.25057 2.00731 -3.04237
54 C 2.37077 -3.14049 -7.41947
55 H -3.45083 -1.62389 -0.57817
56 C -2.94143 1.84461 -0.95057
57 C -1.10013 3.37121 0.49453
58 H 0.76837 0.33851 -8.00407
59 C 2.05497 -0.52789 4.04693
60 H 0.48537 -1.44719 -9.68107
61 S 2.20527 0.35771 -5.42197
62 H 2.88077 2.00021 0.49843
63 H -2.36713 1.89621 -1.87867
64 H 1.50837 -3.68769 -9.32047
65 C -3.66703 -1.44999 0.47883
66 H -2.76663 -3.78529 1.87383
67 H -0.11633 0.86231 -2.90997
68 H -0.13083 -1.27149 -2.08377
69 H 2.87517 1.49741 4.12843
70 H 0.08577 1.93781 6.76403
71 H 0.56057 2.57461 5.15153
72 C 2.68517 0.63941 4.80903
73 H 2.10437 -0.89579 -2.18757
74 H -4.36053 -2.21649 0.84353
75 C 1.63437 -2.90299 -8.58087
76 H 2.73277 2.77121 -1.09657
77 C 1.95897 -0.87579 -6.67107
78 C -2.99833 1.92971 1.84993

Calculated values
- Charge: +3
- Kohn-Sham gap (alpha / beta): 0.3194 / 0.1587 Eh
- E_LUMO (alpha / beta): -8.51 / -11.50 eV
- <S²>: 6.27
- Multiplicity: 5
- HOMO level (alpha / beta): -17.2 / -15.8 eV
- Total energy: -98164.263 eV